No. 1
A cluster of 15 separate species, C21H36Cl28IN2O4P3 in total. Source: the Open Molecules 2025 dataset; level of theory: ωB97M-V/def2-TZVPD.

Summary:
Frontier orbital gap ... 8.6 eV
Highest occupied orbital energy ... -0.3272 hartree

CARTESIAN COORDINATES (ANGSTROEM)
C (2.267, -3.631, 2.816)
C (1.557, -2.959, 2.140)
C (0.971, -1.850, 1.358)
C (-0.228, -1.129, 2.018)
C (-1.536, -1.708, 1.537)
N (-2.525, -2.108, 1.112)
C (-0.186, -1.005, 3.567)
C (-1.184, 0.053, 3.898)
N (-1.940, 0.904, 4.050)
P (1.413, -0.349, 4.304)
P (1.759, 1.610, 3.385)
O (2.123, 2.616, 4.375)
O (2.987, 1.444, 2.314)
O (0.475, 2.077, 2.528)
P (-0.815, -2.622, 4.438)
O (0.410, -3.154, 5.429)
I (-2.602, -1.908, 5.970)
H (2.943, -4.181, 3.425)
H (0.591, -2.302, 0.444)
H (1.713, -1.121, 1.025)
H (-0.233, -0.101, 1.633)
H (2.524, -1.134, 3.915)
H (2.626, 0.874, 1.618)
H (-0.175, 2.528, 3.089)
H (0.749, -3.942, 4.986)
C (0.844, -2.908, -3.071)
Cl (2.426, -2.788, -2.284)
Cl (-0.456, -2.960, -1.877)
H (0.704, -2.042, -3.709)
H (0.814, -3.816, -3.664)
C (-5.975, -1.163, 0.933)
Cl (-6.171, -1.057, -0.822)
Cl (-7.467, -1.688, 1.727)
H (-5.189, -1.878, 1.153)
H (-5.705, -0.186, 1.314)
C (-1.001, 2.644, -0.657)
Cl (-0.113, 1.189, -1.138)
Cl (-2.500, 2.820, -1.574)
H (-1.243, 2.571, 0.397)
H (-0.375, 3.510, -0.835)
C (-0.356, 5.988, 3.482)
Cl (1.197, 5.417, 2.883)
Cl (-1.597, 4.726, 3.319)
H (-0.258, 6.246, 4.530)
H (-0.662, 6.857, 2.911)
C (5.379, -4.902, -2.160)
Cl (5.770, -6.625, -2.036)
Cl (6.313, -3.942, -1.007)
H (5.608, -4.566, -3.161)
H (4.325, -4.770, -1.953)
C (-7.291, 1.294, 4.533)
Cl (-5.764, 0.563, 4.030)
Cl (-8.651, 0.200, 4.261)
H (-7.234, 1.529, 5.590)
H (-7.451, 2.201, 3.959)
C (-5.060, 5.692, 3.541)
Cl (-5.376, 5.741, 1.803)
Cl (-6.418, 4.986, 4.427)
H (-4.176, 5.092, 3.718)
H (-4.899, 6.704, 3.896)
C (-4.219, -4.903, 2.895)
Cl (-2.783, -4.761, 3.920)
Cl (-5.704, -4.928, 3.855)
H (-4.249, -4.052, 2.224)
H (-4.153, -5.824, 2.327)
C (7.140, -1.449, -4.475)
Cl (8.504, -2.219, -3.657)
Cl (5.591, -2.083, -3.894)
H (7.175, -0.380, -4.281)
H (7.217, -1.640, -5.539)
C (-5.167, 2.697, -4.189)
Cl (-6.359, 1.697, -3.349)
Cl (-5.945, 3.939, -5.177)
H (-4.535, 3.181, -3.452)
H (-4.567, 2.060, -4.837)
C (-2.542, 1.046, -7.692)
Cl (-3.088, 1.068, -6.007)
Cl (-2.319, 2.679, -8.322)
H (-1.597, 0.518, -7.744)
H (-3.288, 0.537, -8.292)
C (-1.750, -6.502, 0.045)
Cl (-2.077, -4.777, 0.250)
Cl (-0.919, -7.179, 1.451)
H (-2.692, -7.023, -0.088)
H (-1.123, -6.639, -0.830)
C (6.648, 2.943, -4.231)
Cl (5.350, 2.402, -5.303)
Cl (7.982, 1.784, -4.194)
H (7.024, 3.894, -4.586)
H (6.252, 3.050, -3.227)
C (11.004, 4.738, -4.596)
Cl (9.341, 5.250, -4.916)
Cl (11.102, 3.713, -3.163)
H (11.369, 4.181, -5.451)
H (11.615, 5.620, -4.439)



No. 2
A structure of composition C21H36Cl2N3O4Tl. Source: the Open Molecules 2025 dataset; level of theory: ωB97M-V/def2-TZVPD.

Summary:
Frontier orbital gap (alpha / beta) ... 7.3 / 7.3 eV
Relative energy (zero: lowest compared OMol25 entry of this formula, charge and spin) ... 0.0 kJ/mol
Highest occupied orbital energy (alpha / beta) ... -0.2551 / -0.2551 hartree

CARTESIAN COORDINATES (ANGSTROEM)
O (-1.448, -0.889, -3.294)
C (-2.271, -0.650, -4.173)
C (-2.316, -1.194, -5.603)
C (-1.299, -2.090, -5.943)
H (-0.701, -2.513, -5.139)
C (-1.036, -2.384, -7.273)
H (-0.202, -3.036, -7.497)
C (-1.829, -1.855, -8.294)
H (-1.585, -2.056, -9.339)
C (-2.931, -1.052, -7.962)
H (-3.581, -0.684, -8.763)
C (-3.189, -0.730, -6.615)
H (-4.062, -0.117, -6.347)
H (-3.102, 0.043, -3.937)
C (0.223, 3.100, -2.093)
C (0.080, 2.639, -0.683)
H (0.452, 4.186, -2.173)
H (-0.691, 2.903, -2.681)
H (1.056, 2.537, -2.552)
C (0.075, 3.323, 0.457)
C (0.597, 4.745, 0.577)
H (-0.224, 2.852, 1.407)
H (0.671, 5.215, -0.413)
H (1.593, 4.754, 1.040)
H (-0.046, 5.346, 1.226)
Tl (0.219, 0.420, -0.154)
Cl (2.470, -0.113, -1.250)
Cl (-2.262, 0.471, -0.915)
C (2.948, 1.486, 1.777)
O (1.818, 0.964, 1.903)
N (3.733, 1.773, 2.827)
C (3.265, 1.480, 4.175)
C (5.047, 2.381, 2.684)
H (3.364, 1.733, 0.783)
H (2.271, 1.023, 4.123)
H (3.225, 2.407, 4.769)
H (3.970, 0.799, 4.678)
H (5.251, 2.523, 1.619)
H (5.814, 1.732, 3.127)
H (5.075, 3.350, 3.200)
H (-3.139, 1.071, 4.780)
H (-4.572, -0.743, 3.683)
C (-3.014, 1.540, 3.791)
C (-4.433, -0.231, 2.725)
N (-3.202, 0.543, 2.749)
H (-2.001, 1.955, 3.690)
C (-2.167, 0.251, 1.962)
O (-1.023, 0.741, 2.078)
H (-4.361, -0.970, 1.924)
H (-2.408, -0.450, 1.149)
H (-3.762, 2.341, 3.682)
H (-5.297, 0.412, 2.538)
C (1.881, -4.526, 2.460)
N (1.726, -3.253, 1.795)
C (2.903, -2.456, 1.542)
C (0.496, -2.795, 1.505)
C (-0.697, -3.657, 1.777)
O (0.330, -1.655, 1.025)
H (2.938, -4.740, 2.598)
H (1.426, -5.324, 1.864)
H (1.382, -4.521, 3.436)
H (2.930, -2.106, 0.505)
H (2.937, -1.577, 2.194)
H (3.768, -3.082, 1.745)
H (-1.294, -3.221, 2.586)
H (-1.330, -3.681, 0.885)
H (-0.459, -4.687, 2.054)



Number 1: DFT total energy -15439.328165 Eh. Number 2: DFT total energy -2379.841504 Eh.